[1]
The following is a quantum chemistry calculation of 2 unconnected molecules or ions with the total composition C9H9N3O2 in a non-equilibrium geometry, from OMol25.

Geometry as XYZ:
```
23
Properties=species:S:1:pos:R:3
C -0.286 0.795 1.761
C -1.334 0.283 0.844
C -2.668 0.490 1.064
C -2.061 2.099 2.961
C 3.192 -0.977 -2.464
C 2.298 -1.620 -3.253
C 1.081 -1.828 -2.658
C 0.626 -1.204 -1.472
C 1.727 -0.721 -0.677
H -0.025 2.456 2.996
H -1.147 -0.220 -0.250
H -3.519 0.124 0.460
H -3.870 1.434 2.552
H 4.175 -0.913 -2.917
H 2.793 -2.088 -4.157
H 0.246 -2.291 -3.015
H -0.369 -1.193 -1.008
H 1.524 -0.585 0.368
N -0.723 1.893 2.536
N -2.948 1.351 2.146
N 2.952 -0.605 -1.211
O 0.890 0.367 1.702
O -2.553 2.953 3.692
```

Values from the calculation:
Kohn-Sham gap, eV: 9.10
Energy relative to the best compared isomer or geometry (same formula, charge and spin), kcal/mol: 78.6
LUMO, Ha: 0.00409
HOMO, eV: -8.99
Electronic energy, Eh: -663.0440
Spin multiplicity: 1

Löwdin population analysis, charges in e, atoms 1 to 4:
1 C -0.37
2 C 0.00
3 C -0.05
4 C -0.45

=====

[2]
The following is a quantum chemistry calculation of a molecular structure, C9H9N4 in a non-equilibrium geometry, from OMol25.

Geometry as XYZ:
```
22
Properties=species:S:1:pos:R:3
C 0.636 -2.218 3.208
C 1.189 -0.159 -0.498
C -0.866 -0.043 0.275
C 2.200 0.215 -1.324
C 1.892 1.045 -2.369
C 0.623 1.625 -2.547
C -0.366 1.381 -1.634
C -2.238 0.390 0.391
C -0.538 -1.730 2.588
N 1.519 -2.810 3.655
N 1.126 -0.886 0.631
N -0.017 0.460 -0.736
N -0.080 -0.788 1.035
H 3.224 -0.285 -1.076
H 2.675 1.446 -2.968
H 0.367 2.269 -3.491
H -1.361 1.852 -1.555
H -2.837 -0.068 -0.387
H -2.653 0.100 1.356
H -2.345 1.544 0.230
H -1.083 -2.514 2.159
H -1.066 -0.825 3.057
```

Values from the calculation:
Kohn-Sham gap, eV: 8.49
Energy relative to the best compared isomer or geometry (same formula, charge and spin), kcal/mol: 20.4
LUMO, Ha: -0.15860
Net charge: +1
HOMO, eV: -12.81
Electronic energy, Eh: -567.0306
Spin multiplicity: 1

Löwdin population analysis, charges in e, atoms 1 to 4:
1 C -0.21
2 C -0.24
3 C -0.22
4 C 0.02

=====

[3]
The following is a quantum chemistry calculation of a gas-phase ion, C9H9N4O4S (charge -1) in a non-equilibrium geometry, from OMol25.

Geometry as XYZ:
```
27
Properties=species:S:1:pos:R:3
C 2.157 -0.837 2.116
C 0.834 -0.229 2.185
N -0.279 -1.009 2.058
C -1.332 -0.187 2.164
C -2.727 -0.633 1.962
C -0.853 1.134 2.382
N 0.498 1.077 2.409
H 2.995 -0.145 2.141
H 2.299 -1.535 2.960
H 2.236 -1.415 1.179
H -3.389 0.243 1.904
H -2.816 -1.206 1.022
H -3.071 -1.275 2.796
H -1.451 2.035 2.538
O 1.996 6.257 5.326
N 2.144 5.004 5.421
O 2.735 4.513 6.407
C 1.602 4.157 4.355
C 1.060 4.721 3.200
C 0.932 3.722 2.225
N 1.162 4.016 0.828
O 1.469 2.942 0.192
O 1.172 5.149 0.262
C 1.303 2.338 2.602
S 1.703 2.440 4.325
H 0.963 5.797 3.103
H 1.956 1.743 1.800
```

Values from the calculation:
Kohn-Sham gap, eV: 6.70
LUMO, Ha: 0.08898
Net charge: -1
HOMO, eV: -4.28
Electronic energy, Eh: -1266.3499
Spin multiplicity: 1

Löwdin population analysis, charges in e, atoms 1 to 4:
1 C -0.04
2 C -0.36
3 N 0.12
4 C -0.37

=====

[4]
The following is a quantum chemistry calculation of C9H9NO in the gas phase in a non-equilibrium geometry, from OMol25.

Geometry as XYZ:
```
20
Properties=species:S:1:pos:R:3
C 2.402 -0.367 -0.330
C 1.184 -1.292 0.132
C -0.108 -0.805 -0.315
C -1.283 -1.519 -0.024
C -2.484 -0.955 0.030
C -2.612 0.495 -0.329
C -1.458 1.174 -0.430
C -0.206 0.557 -0.207
C 0.933 1.458 0.300
H 1.536 -0.987 1.171
H 1.584 -2.350 0.102
H -1.343 -2.700 -0.186
H -3.428 -1.643 0.272
H -3.598 0.858 -0.307
H -1.674 2.345 -0.247
H 0.972 1.749 1.209
H 0.922 2.240 -0.438
H 3.004 1.578 0.097
N 2.161 1.011 -0.070
O 3.495 -0.849 -0.432
```

Values from the calculation:
Kohn-Sham gap, eV: 9.54
Energy relative to the best compared isomer or geometry (same formula, charge and spin), kcal/mol: 90.4
LUMO, Ha: 0.02275
HOMO, eV: -8.93
Electronic energy, Eh: -478.2287
Spin multiplicity: 1

Löwdin population analysis, charges in e, atoms 1 to 4:
1 C -0.43
2 C -0.05
3 C -0.20
4 C -0.10

=====

[5]
The following is a quantum chemistry calculation of C9H9NO in the gas phase in a non-equilibrium geometry, from OMol25.

Geometry as XYZ:
```
20
Properties=species:S:1:pos:R:3
C 1.336 2.698 0.491
C 0.988 1.916 1.571
C 1.057 2.253 -0.859
C 0.498 0.658 1.396
C 0.334 1.085 -1.008
C 0.140 0.227 0.118
C -0.476 -3.294 0.524
C -0.594 -1.043 -0.050
C -1.265 -1.483 -1.352
N -0.737 -2.039 0.839
O -1.025 -3.993 -0.247
H 2.099 3.472 0.481
H 1.013 2.232 2.586
H 1.288 2.985 -1.609
H 0.203 0.086 2.265
H -0.011 0.729 -1.945
H -1.720 -2.495 -1.136
H -0.509 -1.463 -2.105
H -2.009 -0.804 -1.751
H -0.611 -1.727 1.790
```

Values from the calculation:
Kohn-Sham gap (alpha / beta), eV: 6.74 / 7.65
Energy relative to the best compared isomer or geometry (same formula, charge and spin), kcal/mol: 101.1
LUMO (alpha / beta), Ha: -0.00513 / -0.00878
HOMO (alpha / beta), eV: -6.88 / -7.89
Electronic energy, Eh: -478.2116
Spin multiplicity: 1

Löwdin population analysis, charges in e, atoms 1 to 4:
1 C -0.08
2 C -0.11
3 C -0.06
4 C -0.06

=====

[6]
The following is a quantum chemistry calculation of 2 unconnected molecules or ions with the total composition C9H9NO3S in a non-equilibrium geometry, from OMol25.

Geometry as XYZ:
```
23
Properties=species:S:1:pos:R:3
C -2.819 -0.013 1.204
C -2.608 -1.176 0.549
C -1.905 1.046 1.034
C -1.600 -1.356 -0.358
C -0.798 0.767 0.344
C -0.628 -0.382 -0.401
C 0.318 1.730 -0.035
C 0.697 -0.298 -1.138
C 1.299 0.881 -0.787
N 1.232 -1.443 -1.660
O 2.291 -1.776 0.882
O 3.416 0.357 1.035
O 2.425 1.426 -1.351
S 2.172 -0.380 1.197
H -3.636 0.043 1.846
H -3.364 -1.968 0.830
H -2.017 2.033 1.493
H -1.538 -2.186 -1.097
H -0.159 2.476 -0.684
H 0.939 2.162 0.880
H 1.098 -2.377 -1.211
H 2.247 -1.352 -2.036
H 2.938 1.787 -0.537
```

Values from the calculation:
Kohn-Sham gap, eV: 8.08
Energy relative to the best compared isomer or geometry (same formula, charge and spin), kcal/mol: 8.8
LUMO, Ha: -0.00854
HOMO, eV: -8.31
Electronic energy, Eh: -1026.9774
Spin multiplicity: 1

Löwdin population analysis, charges in e, atoms 1 to 4:
1 C -0.07
2 C -0.11
3 C -0.02
4 C -0.02

=====

[7]
The following is a quantum chemistry calculation of C9H9NO4 in the gas phase in a non-equilibrium geometry, from OMol25.

Geometry as XYZ:
```
23
Properties=species:S:1:pos:R:3
C 3.024 0.472 0.222
C 2.556 1.784 0.199
C 2.266 -0.603 -0.017
C 1.267 1.985 -0.159
C 0.961 -0.478 -0.419
C 0.460 0.894 -0.604
C -0.073 -1.538 -0.746
C -1.240 -1.502 0.268
C -2.012 -0.264 0.448
N -3.288 0.053 -0.025
O -3.824 1.045 0.492
O -3.786 -0.706 -0.897
O -0.661 1.024 -1.142
O -1.580 0.452 1.425
H 4.030 0.253 0.494
H 3.229 2.536 0.386
H 2.653 -1.601 0.042
H 0.649 2.908 -0.012
H -0.314 -1.233 -1.825
H 0.548 -2.471 -0.692
H -1.756 -2.419 -0.153
H -0.953 -1.836 1.204
H -2.154 1.243 1.513
```

Values from the calculation:
Kohn-Sham gap (alpha / beta), eV: 7.86 / 5.98
Energy relative to the best compared isomer or geometry (same formula, charge and spin), kcal/mol: 133.3
LUMO (alpha / beta), Ha: -0.03528 / -0.07946
HOMO (alpha / beta), eV: -8.82 / -8.14
Electronic energy, Eh: -703.8664
Spin multiplicity: 1

Löwdin population analysis, charges in e, atoms 1 to 4:
1 C -0.07
2 C -0.06
3 C -0.05
4 C 0.02

=====

[8]
The following is a quantum chemistry calculation of C9H9NOS2 in the gas phase in a non-equilibrium geometry, from OMol25.

Geometry as XYZ:
```
22
Properties=species:S:1:pos:R:3
C -3.094 0.838 -0.399
C -2.215 1.183 -1.348
C -2.709 -0.076 0.541
C -0.893 0.699 -1.361
C -1.353 -0.486 0.644
C -0.465 -0.087 -0.310
C 1.294 -1.637 0.306
C 1.927 1.030 -0.088
C 2.755 -1.707 0.704
N 0.919 -0.446 -0.272
O 0.480 -2.545 0.458
S 3.139 1.350 -1.095
S 1.171 2.126 0.962
H -4.148 1.247 -0.567
H -2.560 1.861 -2.212
H -3.323 -0.115 1.436
H -0.307 1.040 -2.227
H -1.004 -1.177 1.274
H 3.242 -0.671 0.846
H 2.898 -2.121 1.693
H 3.288 -2.400 0.074
H 2.154 2.980 0.714
```

Values from the calculation:
Kohn-Sham gap, eV: 8.11
Energy relative to the best compared isomer or geometry (same formula, charge and spin), kcal/mol: 29.9
LUMO, Ha: -0.03358
HOMO, eV: -9.02
Electronic energy, Eh: -1274.6345
Spin multiplicity: 1

Löwdin population analysis, charges in e, atoms 1 to 4:
1 C -0.14
2 C -0.11
3 C -0.05
4 C -0.03

=====

[9]
The following is a quantum chemistry calculation of a gas-phase ion, C9H9OS (charge +1) in a non-equilibrium geometry, from OMol25.

Geometry as XYZ:
```
20
Properties=species:S:1:pos:R:3
C 1.004 -1.535 -2.070
C 1.207 -2.322 -0.945
C 0.655 -0.203 -1.943
C 1.046 -1.784 0.325
C 0.487 0.371 -0.678
C 0.686 -0.464 0.415
C 0.144 1.770 -0.508
C -0.272 2.299 0.642
C -2.053 0.595 1.817
O 0.567 0.112 1.820
S -0.407 1.310 2.121
H 1.130 -1.962 -3.052
H 1.490 -3.357 -1.049
H 0.499 0.409 -2.819
H 1.204 -2.368 1.216
H 0.237 2.401 -1.381
H -0.498 3.341 0.778
H -2.262 -0.120 2.609
H -2.084 0.107 0.847
H -2.781 1.400 1.856
```

Values from the calculation:
Kohn-Sham gap, eV: 8.93
Energy relative to the best compared isomer or geometry (same formula, charge and spin), kcal/mol: 0.0
LUMO, Ha: -0.15840
Net charge: +1
HOMO, eV: -13.24
Electronic energy, Eh: -821.4773
Spin multiplicity: 1

Löwdin population analysis, charges in e, atoms 1 to 4:
1 C -0.04
2 C -0.03
3 C 0.01
4 C 0.01

=====

[10]
The following is a quantum chemistry calculation of a molecular structure, CAlO3 in a non-equilibrium geometry, from OMol25.

Geometry as XYZ:
```
5
Properties=species:S:1:pos:R:3
O 0.546 -0.048 0.458
Al 2.201 0.293 -0.128
C -0.763 0.079 0.107
O -1.629 0.791 -0.200
O -0.354 -1.115 -0.237
```

Values from the calculation:
Kohn-Sham gap (alpha / beta), eV: 10.54 / 5.01
Energy relative to the best compared isomer or geometry (same formula, charge and spin), kcal/mol: 3.2
LUMO (alpha / beta), Ha: -0.79790 / -0.87980
Net charge: +3
HOMO (alpha / beta), eV: -32.25 / -28.95
Electronic energy, Eh: -504.3717
Spin multiplicity: 1

Löwdin population analysis, charges in e, atoms 1 to 4:
1 O 0.17
2 Al 1.88
3 C -0.29
4 O 0.70